Entry from the OMol25 dataset: an isolated molecule of C20H28N4O4 (ωB97M-V with the def2-TZVPD basis set).

E = -1298.97592 hartree
HOMO-LUMO gap = 9.0 eV
HOMO = -0.31354 Ha
SMILES string = CCCCCC(=O)N(Cc1ccccc1)c1c(N)n(CCOC)c(=O)[nH]c1=O
ΔE to the lowest compared entry with this formula, charge and spin = 0.1901 eV

Geometry as ORCA input:
```
! RIJCOSX wB97M-V def2-TZVPD def2/J DEFGRID3
* xyz 0 1
C 5.506 -1.921 3.664
C 5.024 -1.412 2.310
C 3.658 -1.992 1.947
C 3.190 -1.621 0.541
C 2.916 -0.120 0.380
C 2.350 0.123 -1.000
O 3.052 0.186 -1.989
N 1.000 0.294 -1.079
C 0.366 0.395 -2.395
C -0.575 -0.757 -2.607
C -1.931 -0.618 -2.343
C -2.783 -1.702 -2.461
C -2.283 -2.936 -2.839
C -0.931 -3.081 -3.101
C -0.081 -1.998 -2.985
C 0.099 0.204 0.016
C -0.407 1.366 0.552
N 0.082 2.584 0.198
N -1.372 1.325 1.530
C -1.856 2.530 2.180
C -2.977 3.219 1.403
O -2.442 3.876 0.270
C -3.417 4.532 -0.504
C -1.931 0.127 1.961
O -2.822 0.098 2.779
N -1.388 -0.993 1.411
C -0.372 -1.084 0.451
O 0.009 -2.173 0.082
H 5.600 -3.005 3.653
H 4.802 -1.648 4.447
H 6.476 -1.495 3.911
H 5.747 -1.689 1.540
H 4.968 -0.322 2.340
H 3.712 -3.081 2.012
H 2.916 -1.656 2.675
H 2.274 -2.170 0.317
H 3.946 -1.917 -0.190
H 2.229 0.221 1.156
H 3.852 0.434 0.454
H -0.176 1.346 -2.464
H 1.179 0.384 -3.125
H -2.322 0.345 -2.041
H -3.836 -1.585 -2.250
H -2.946 -3.784 -2.923
H -0.538 -4.045 -3.389
H 0.977 -2.110 -3.171
H 0.745 2.562 -0.562
H -0.564 3.361 0.201
H -1.022 3.217 2.334
H -2.260 2.215 3.145
H -3.471 3.952 2.057
H -3.724 2.474 1.094
H -2.894 4.999 -1.335
H -4.160 3.824 -0.887
H -3.932 5.301 0.083
H -1.778 -1.875 1.727
*
```